Entry from the Open Molecules 2025 dataset: a structure of composition C54H56CdN2O4P3S2 (ωB97M-V with the def2-TZVPD basis set).

Last column: Löwdin charge in e.
Cartesian coordinates (Å):
Cd: -0.268 -0.085 0.189  1.3013
O: 3.922 -1.828 -2.404  0.1030
C: 2.811 -1.216 -1.945  -0.4928
O: 2.208 -1.591 -1.001  0.0197
C: 2.424 -0.013 -2.756  -0.1682
C: 3.119 0.364 -3.898  0.0185
C: 2.716 1.512 -4.553  -0.0358
C: 1.661 2.244 -4.030  0.0069
C: 1.026 1.778 -2.885  -0.1816
N: 1.392 0.663 -2.266  0.1833
C: -0.043 2.575 -2.187  -0.4724
O: -0.599 3.580 -2.902  0.0948
O: -0.332 2.411 -1.040  0.0434
H: 4.075 -2.564 -1.786  0.1339
H: 3.948 -0.233 -4.247  0.1175
H: 3.228 1.847 -5.445  0.1093
H: 1.367 3.179 -4.490  0.1181
H: -0.597 3.337 -3.837  0.0876
S: 1.358 -4.193 0.577  0.2171
P: 0.425 -2.951 1.817  0.3347
C: 0.607 -1.249 1.893  -0.6878
P: 2.096 -0.423 2.058  0.3342
S: 2.275 1.203 0.889  0.2081
C: 3.636 -1.424 1.958  -0.3357
C: 3.808 -2.582 2.711  -0.1088
C: 4.954 -3.350 2.581  -0.0819
C: 5.949 -2.973 1.691  -0.1006
C: 5.795 -1.814 0.943  -0.0989
C: 4.648 -1.045 1.079  -0.1237
C: 2.180 0.262 3.767  -0.3418
C: 3.224 0.055 4.659  -0.0798
C: 3.208 0.644 5.919  -0.0981
C: 2.151 1.457 6.296  -0.1086
C: 1.108 1.679 5.403  -0.0930
C: 1.126 1.089 4.153  -0.1308
C: 0.657 -3.612 3.531  -0.3569
C: 0.941 -4.956 3.749  -0.1120
C: 1.108 -5.443 5.037  -0.0969
C: 0.996 -4.592 6.127  -0.1066
C: 0.718 -3.247 5.922  -0.0841
C: 0.549 -2.762 4.632  -0.1089
C: -1.385 -3.226 1.614  -0.3272
C: -1.887 -3.585 0.368  -0.1187
C: -3.245 -3.790 0.178  -0.0849
C: -4.122 -3.673 1.246  -0.0964
C: -3.629 -3.342 2.500  -0.1024
C: -2.273 -3.108 2.678  -0.0932
H: 3.044 -2.897 3.409  0.0913
H: 5.060 -4.253 3.170  0.1019
H: 6.842 -3.578 1.583  0.0930
H: 6.571 -1.504 0.252  0.0959
H: 4.518 -0.139 0.501  0.0484
H: 4.060 -0.575 4.382  0.0948
H: 4.029 0.464 6.603  0.0942
H: 2.139 1.920 7.276  0.0912
H: 0.278 2.317 5.685  0.0957
H: 0.316 1.264 3.455  0.0770
H: 1.052 -5.605 2.889  0.0590
H: 1.334 -6.492 5.191  0.0938
H: 1.135 -4.973 7.131  0.0914
H: 0.647 -2.567 6.762  0.0984
H: 0.367 -1.711 4.461  0.0732
H: -1.190 -3.724 -0.446  0.0462
H: -3.617 -4.046 -0.806  0.1011
H: -5.183 -3.836 1.102  0.0960
H: -4.303 -3.252 3.344  0.1027
H: -1.906 -2.846 3.664  0.0918
C: -4.458 0.849 3.944  -0.1213
C: -3.325 0.130 3.210  -0.5434
C: -2.144 -0.059 4.156  -0.1500
P: -2.721 0.847 1.589  1.0723
C: -3.408 2.596 1.606  -0.5395
C: -2.399 3.588 1.034  -0.1383
C: -4.770 2.788 0.948  -0.1105
C: -3.740 -0.068 0.377  -0.3139
C: -5.056 -0.419 0.694  -0.0880
C: -5.921 -1.049 -0.181  -0.3041
C: -7.326 -1.409 0.214  -0.0659
C: -5.418 -1.347 -1.447  -0.0578
C: -4.120 -1.051 -1.788  -0.0358
C: -3.224 -0.412 -0.894  -0.3434
N: -1.926 -0.182 -1.275  -0.0626
C: -1.683 -0.025 -2.646  -0.2743
C: -2.195 1.095 -3.339  -0.2188
C: -3.088 2.079 -2.641  -0.0361
C: -1.839 1.314 -4.666  -0.0428
C: -0.988 0.457 -5.353  -0.2911
C: -0.599 0.723 -6.782  -0.0600
C: -0.533 -0.667 -4.678  -0.0234
C: -0.877 -0.932 -3.358  -0.2158
C: -0.441 -2.223 -2.741  -0.0408
H: -4.796 0.223 4.775  0.0785
H: -5.323 1.066 3.318  0.0511
H: -4.116 1.790 4.379  0.0677
H: -3.689 -0.857 2.917  0.0617
H: -1.841 0.899 4.589  0.0677
H: -1.280 -0.476 3.636  0.0126
H: -2.420 -0.718 4.984  0.0825
H: -3.501 2.818 2.674  0.0824
H: -2.275 3.464 -0.039  0.0403
H: -1.412 3.465 1.479  0.0673
H: -2.740 4.612 1.218  0.0735
H: -4.742 2.476 -0.098  0.0662
H: -5.051 3.844 0.979  0.0746
H: -5.562 2.215 1.430  0.0565
H: -5.432 -0.178 1.682  0.0877
H: -7.512 -1.159 1.260  0.0698
H: -7.516 -2.479 0.093  0.0692
H: -8.067 -0.878 -0.390  0.0711
H: -6.051 -1.850 -2.173  0.1096
H: -3.752 -1.333 -2.768  0.1137
H: -2.732 2.256 -1.626  0.0518
H: -4.109 1.699 -2.556  0.0870
H: -3.115 3.030 -3.174  0.0801
H: -2.242 2.188 -5.173  0.1201
H: -1.469 0.707 -7.442  0.0750
H: 0.104 -0.028 -7.140  0.0706
H: -0.126 1.702 -6.896  0.0684
H: 0.105 -1.376 -5.198  0.1140
H: 0.301 -2.723 -3.368  0.0841
H: -1.298 -2.893 -2.639  0.0838
H: -0.010 -2.131 -1.746  0.0271

Atoms 1-2, force components in eV/Å:
0.096 -0.116 0.405
0.218 -0.125 -0.002

As for the highest occupied orbital energy: -4.111 eV. The energy above the lowest of the compared OMol25 structures with the same formula, charge and spin is 0.0 kJ/mol. As for the lowest unoccupied orbital energy: 2.0 eV. Its total charge is -1.

***

Entry from the Open Molecules 2025 dataset: a structure of composition C54H57N8NaSSe (ωB97M-V with the def2-TZVPD basis set).

Last column: Löwdin charge in e.
Cartesian coordinates (Å):
Na: -0.547 -0.122 0.309  0.1637
C: -3.736 -3.348 -4.537  -0.1002
C: -2.217 -3.189 -4.396  -0.2204
C: -1.766 -2.964 -2.985  -0.1797
C: -1.135 -3.838 -2.152  -0.1790
C: -0.791 -5.276 -2.400  -0.2166
C: -1.830 -6.236 -1.806  -0.0983
C: -0.907 -3.113 -0.900  -0.2532
C: -0.254 -3.646 0.221  0.0448
C: -0.028 -3.030 1.460  -0.2380
C: 0.789 -3.587 2.543  -0.1459
C: 1.540 -4.882 2.500  -0.2131
C: 2.902 -4.734 1.809  -0.0973
C: 0.786 -2.658 3.535  -0.1370
C: -0.039 -1.550 3.051  -0.2429
C: -0.294 -0.365 3.755  0.0397
C: -1.015 0.750 3.318  -0.2475
N: -1.604 0.856 2.110  0.1205
C: -2.223 2.050 2.067  -0.2315
C: -2.923 2.556 0.962  0.0362
C: -3.084 1.965 -0.296  -0.2867
N: -2.576 0.769 -0.660  0.1117
C: -2.883 0.581 -1.962  -0.2784
C: -2.561 -0.565 -2.700  0.0391
C: -1.909 -1.717 -2.231  -0.2569
N: -1.383 -1.852 -0.999  0.1204
C: -3.642 1.724 -2.473  -0.1634
C: -3.768 2.589 -1.430  -0.1696
C: -4.465 3.914 -1.418  -0.2078
C: -5.819 3.867 -0.699  -0.1024
C: -4.085 1.923 -3.891  -0.2101
C: -2.985 2.547 -4.761  -0.1074
C: -2.022 2.771 3.330  -0.1463
C: -1.254 1.963 4.104  -0.1426
C: -0.635 2.300 5.426  -0.2049
C: 0.664 3.093 5.228  -0.0905
C: -2.612 4.103 3.684  -0.2086
C: -4.101 3.997 4.045  -0.1030
N: -0.504 -1.822 1.817  0.1157
C: 1.509 -2.713 4.845  -0.1986
C: 0.588 -3.067 6.020  -0.1021
H: -4.022 -3.485 -5.585  0.0588
H: -4.253 -2.471 -4.148  0.0629
H: -4.082 -4.216 -3.971  0.0647
H: -1.888 -2.350 -5.020  0.0998
H: -1.736 -4.088 -4.795  0.0887
H: 0.189 -5.498 -1.966  0.0992
H: -0.708 -5.460 -3.477  0.0886
H: -1.910 -6.080 -0.730  0.0694
H: -1.564 -7.283 -1.988  0.0583
H: -2.812 -6.046 -2.244  0.0638
H: 0.139 -4.653 0.111  0.0876
H: 0.949 -5.634 1.970  0.0958
H: 1.689 -5.259 3.516  0.0948
H: 2.768 -4.362 0.791  0.0690
H: 3.440 -5.687 1.767  0.0568
H: 3.521 -4.010 2.344  0.0715
H: 0.152 -0.294 4.744  0.0888
H: -3.362 3.544 1.082  0.0880
H: -2.877 -0.575 -3.740  0.0867
H: -4.618 4.256 -2.446  0.0940
H: -3.826 4.659 -0.933  0.1053
H: -6.490 3.166 -1.200  0.0696
H: -6.297 4.852 -0.684  0.0578
H: -5.694 3.527 0.330  0.0599
H: -4.974 2.562 -3.919  0.0949
H: -4.378 0.962 -4.324  0.0948
H: -2.693 3.520 -4.360  0.0637
H: -3.314 2.675 -5.798  0.0565
H: -2.095 1.915 -4.746  0.0607
H: -0.419 1.384 5.983  0.0924
H: -1.330 2.883 6.038  0.0956
H: 1.357 2.528 4.602  0.0604
H: 1.151 3.325 6.181  0.0603
H: 0.455 4.030 4.706  0.0673
H: -2.496 4.794 2.844  0.1025
H: -2.070 4.538 4.528  0.0927
H: -4.661 3.564 3.215  0.0603
H: -4.530 4.976 4.283  0.0572
H: -4.230 3.341 4.909  0.0698
H: 1.988 -1.748 5.035  0.0895
H: 2.315 -3.450 4.787  0.0982
H: -0.203 -2.323 6.124  0.0637
H: 1.144 -3.118 6.962  0.0578
H: 0.110 -4.035 5.848  0.0679
S: -0.216 2.770 -1.859  0.7726
C: 1.375 3.143 -2.061  -0.7995
N: 2.026 2.833 -3.245  0.0383
C: 3.289 3.220 -3.561  -0.1288
C: 4.036 3.919 -2.678  -0.1090
C: 3.480 4.172 -1.385  -0.0748
C: 2.217 3.785 -1.083  -0.0938
H: 1.474 2.288 -3.890  0.1289
H: 3.652 2.927 -4.537  0.1179
H: 5.035 4.238 -2.937  0.0898
H: 4.093 4.659 -0.636  0.1039
H: 1.783 3.928 -0.104  0.1066
C: 1.899 0.882 1.548  0.0005
C: 2.884 0.705 2.283  -0.2218
C: 3.991 0.514 3.163  -0.2798
C: 5.302 0.341 2.681  -0.0610
C: 6.375 0.170 3.543  -0.1266
C: 6.185 0.150 4.920  -0.1432
C: 4.894 0.300 5.419  -0.1161
C: 3.821 0.480 4.561  -0.0628
H: 5.457 0.334 1.609  0.0960
H: 7.375 0.047 3.138  0.0847
H: 7.024 0.012 5.592  0.0780
H: 4.726 0.270 6.490  0.0886
H: 2.818 0.589 4.954  0.0911
Se: 1.685 -2.744 -4.473  1.0884
N: 3.299 -1.983 -4.588  -0.2579
C: 3.370 -1.180 -3.546  -0.4176
C: 4.486 -0.356 -3.204  -0.0350
C: 4.374 0.404 -2.093  -0.0537
C: 3.174 0.384 -1.290  -0.1318
N: 2.139 -0.345 -1.555  0.1736
C: 2.210 -1.132 -2.667  -0.4294
N: 1.203 -1.906 -3.009  -0.1664
H: 5.374 -0.353 -3.823  0.1043
H: 5.189 1.050 -1.790  0.0992
H: 3.096 0.967 -0.372  0.0488

Atoms 1-2, force components in eV/Å:
0.122 0.328 -0.113
0.035 -0.028 -0.054

As for the highest occupied orbital energy: -0.736 eV. The energy above the lowest of the compared OMol25 structures with the same formula, charge and spin is 25.0 kJ/mol. As for the lowest unoccupied orbital energy: 3.3 eV. Its total charge is -2.

***

Q: What is the formula in the second record?
A: C54H57N8NaSSe

***

Q: total charge of number 1 (C54H56CdN2O4P3S2)?
A: -1